{"formula": "C38H107N7O12", "method": "ωB97M-V with the def2-TZVPD basis set", "orbital_gap_ev": 8.621, "smiles": "COC[C@H](C)N.COC[C@H](C)N.COC[C@H](C)N.COC[C@H](C)N.COC[C@H](C)N.COC[C@H](C)N.COC[C@H](C)N.CCO.CCO.CCO.CCO.CCO", "e_above_lowest_ev": 1.900, "homo_energy_ev": -8.11, "lumo_energy_ev": 0.51, "e_tot_ev": -76136.231, "elements": ["C", "C", "C", "O", "C", "N", "H", "H", "H", "H", "H", "H", "H", "H", "H", "H", "H", "C", "C", "C", "O", "C", "N", "H", "H", "H", "H", "H", "H", "H", "H", "H", "H", "H", "C", "C", "C", "O", "C", "N", "H", "H", "H", "H", "H", "H", "H", "H", "H", "H", "H", "C", "C", "C", "O", "C", "N", "H", "H", "H", "H", "H", "H", "H", "H", "H", "H", "H", "C", "C", "C", "O", "C", "N", "H", "H", "H", "H", "H", "H", "H", "H", "H", "H", "H", "C", "C", "C", "O", "C", "N", "H", "H", "H", "H", "H", "H", "H", "H", "H", "H", "H", "C", "C", "C", "O", "C", "N", "H", "H", "H", "H", "H", "H", "H", "H", "H", "H", "H", "C", "C", "O", "H", "H", "H", "H", "H", "H", "C", "C", "O", "H", "H", "H", "H", "H", "H", "C", "C", "O", "H", "H", "H", "H", "H", "H", "C", "C", "O", "H", "H", "H", "H", "H", "H", "C", "C", "O", "H", "H", "H", "H", "H", "H"], "xyz": [[-3.36, -18.75, 12.63], [-2.57, -19.18, 13.87], [-2.45, -20.77, 14.00], [-3.78, -21.24, 14.15], [-3.96, -22.63, 14.26], [-1.26, -18.55, 13.74], [-4.42, -18.98, 12.78], [-3.00, -19.30, 11.76], [-3.38, -17.68, 12.42], [-3.03, -18.78, 14.77], [-1.87, -21.02, 14.89], [-1.94, -21.36, 13.23], [-3.45, -23.10, 13.42], [-5.01, -22.93, 14.24], [-3.49, -22.82, 15.22], [-0.79, -19.04, 12.99], [-0.61, -18.74, 14.50], [1.13, -25.91, 11.16], [0.26, -24.71, 10.72], [-0.92, -24.48, 11.70], [-1.46, -23.17, 11.50], [-2.43, -23.09, 10.44], [1.17, -23.54, 10.66], [0.53, -26.82, 11.24], [1.48, -25.76, 12.18], [1.93, -26.12, 10.46], [-0.13, -24.90, 9.72], [-0.60, -24.50, 12.74], [-1.73, -25.19, 11.52], [-2.81, -22.08, 10.34], [-3.27, -23.77, 10.63], [-2.00, -23.33, 9.47], [0.47, -22.82, 10.52], [1.48, -23.23, 11.57], [5.97, -25.34, 11.55], [6.22, -23.93, 12.15], [7.25, -23.86, 13.28], [6.84, -24.61, 14.41], [5.77, -24.02, 15.11], [6.44, -22.96, 11.09], [5.17, -25.44, 10.82], [5.86, -26.10, 12.33], [6.91, -25.67, 11.11], [5.24, -23.67, 12.55], [7.30, -22.80, 13.55], [8.24, -24.21, 12.97], [5.62, -24.48, 16.09], [4.81, -24.02, 14.60], [5.92, -22.97, 15.38], [7.37, -23.14, 10.73], [5.75, -23.27, 10.42], [3.73, -20.69, 16.19], [3.04, -21.29, 17.44], [4.05, -21.79, 18.54], [4.74, -22.89, 17.92], [5.63, -23.48, 18.83], [2.16, -20.24, 17.98], [4.37, -19.88, 16.53], [3.04, -20.23, 15.49], [4.41, -21.38, 15.69], [2.41, -22.09, 17.07], [3.55, -22.17, 19.43], [4.86, -21.13, 18.86], [5.15, -23.86, 19.73], [6.45, -22.82, 19.11], [6.00, -24.39, 18.34], [1.81, -20.56, 18.88], [2.60, -19.36, 18.21], [2.06, -25.78, 20.50], [0.91, -25.65, 19.48], [1.28, -25.29, 18.05], [2.17, -26.28, 17.52], [2.97, -25.73, 16.52], [0.24, -26.94, 19.41], [2.50, -24.84, 20.84], [2.93, -26.28, 20.07], [1.78, -26.27, 21.44], [0.17, -24.91, 19.80], [1.81, -24.34, 18.20], [0.41, -25.07, 17.44], [2.32, -25.72, 15.64], [3.84, -26.35, 16.31], [3.33, -24.72, 16.72], [0.19, -27.39, 20.32], [0.92, -27.58, 19.03], [0.71, -15.34, 6.22], [0.86, -16.51, 7.19], [0.84, -16.05, 8.69], [-0.19, -15.05, 8.89], [-0.38, -14.78, 10.24], [-0.25, -17.40, 6.88], [0.54, -15.74, 5.22], [1.60, -14.71, 6.20], [-0.17, -14.73, 6.43], [1.77, -17.09, 7.06], [1.79, -15.58, 8.94], [0.71, -16.91, 9.35], [0.47, -14.23, 10.66], [-0.67, -15.59, 10.91], [-1.27, -14.16, 10.32], [-0.24, -17.85, 5.97], [-1.10, -16.84, 6.89], [1.67, -18.69, 11.67], [1.26, -20.19, 11.84], [1.61, -20.88, 13.17], [1.14, -22.20, 13.16], [1.21, -22.84, 14.42], [-0.17, -20.24, 11.60], [1.57, -18.33, 10.65], [2.70, -18.51, 11.97], [1.09, -17.97, 12.26], [1.70, -20.75, 11.02], [1.08, -20.27, 13.90], [2.69, -20.89, 13.31], [2.23, -22.87, 14.80], [0.94, -23.89, 14.29], [0.57, -22.41, 15.19], [-0.39, -19.73, 10.76], [-0.35, -21.20, 11.34], [-1.11, -22.30, 17.53], [-1.92, -23.04, 18.64], [-1.44, -22.59, 19.90], [-0.04, -22.42, 17.67], [-1.34, -21.24, 17.64], [-1.32, -22.74, 16.55], [-1.80, -24.10, 18.42], [-2.96, -22.80, 18.40], [-1.85, -23.12, 20.58], [1.07, -14.18, 14.17], [0.62, -15.54, 14.63], [1.78, -16.31, 14.96], [0.18, -13.56, 14.09], [1.62, -14.13, 13.23], [1.68, -13.68, 14.93], [0.09, -16.00, 13.80], [-0.13, -15.48, 15.42], [1.47, -17.19, 15.18], [5.31, -21.92, 8.07], [3.90, -21.96, 8.69], [3.77, -23.18, 9.44], [6.05, -21.66, 8.83], [5.25, -21.13, 7.32], [5.57, -22.89, 7.64], [3.12, -21.98, 7.92], [3.67, -21.07, 9.28], [2.84, -23.21, 9.67], [-2.64, -19.66, 8.54], [-1.18, -20.20, 8.35], [-0.38, -19.22, 9.00], [-2.81, -18.63, 8.23], [-2.89, -19.83, 9.59], [-3.41, -20.18, 7.98], [-0.92, -20.22, 7.29], [-0.94, -21.20, 8.71], [-0.16, -18.55, 8.35], [0.22, -17.00, 18.19], [-0.44, -17.84, 17.13], [0.47, -18.59, 16.27], [0.70, -17.66, 18.91], [-0.56, -16.49, 18.74], [0.98, -16.34, 17.78], [-1.14, -17.29, 16.50], [-1.08, -18.53, 17.69], [0.94, -19.30, 16.71]]}

=====

{"formula": "C8H20N2O2S", "method": "ωB97M-V with the def2-TZVPD basis set", "orbital_gap_ev": 10.256, "smiles": "CCCCNS(=O)(=O)NCCCC", "e_above_lowest_ev": 2.904, "homo_energy_ev": -9.66, "lumo_energy_ev": 0.60, "e_tot_ev": -26527.856, "elements": ["C", "C", "C", "C", "C", "C", "C", "C", "H", "H", "H", "H", "H", "H", "H", "H", "H", "H", "H", "H", "H", "H", "H", "H", "H", "H", "H", "H", "N", "N", "O", "O", "S"], "xyz": [[1.72, 1.50, -1.36], [2.42, 1.77, -0.06], [2.96, 0.68, 0.87], [1.95, -0.56, 1.04], [-2.10, -1.62, -0.14], [-2.43, -0.61, 1.00], [-2.25, 0.81, 0.70], [-3.07, 1.44, -0.52], [0.75, 0.95, -1.28], [2.38, 1.01, -2.06], [1.53, 2.52, -1.86], [3.15, 2.60, -0.05], [1.57, 2.20, 0.58], [3.90, 0.16, 0.49], [3.08, 1.11, 1.86], [0.98, -0.17, 1.28], [2.30, -1.23, 1.81], [2.71, -1.68, -0.70], [-1.02, -1.79, -1.85], [-2.38, -2.64, 0.05], [-2.66, -1.28, -1.00], [-1.88, -0.95, 1.90], [-3.42, -0.79, 1.26], [-1.26, 0.89, 0.01], [-2.28, 1.66, 1.53], [-2.62, 2.45, -0.57], [-4.21, 1.61, -0.48], [-2.74, 0.97, -1.46], [1.80, -1.28, -0.18], [-0.77, -1.52, -0.74], [0.40, -2.52, 1.24], [0.87, -3.38, -1.10], [0.62, -2.31, -0.19]]}

=====

{"formula": "C20H21N2O4S2", "method": "ωB97M-V with the def2-TZVPD basis set", "orbital_gap_ev": 6.521, "total_charge": -1, "e_above_lowest_ev": 10.522, "homo_energy_ev": -4.40, "lumo_energy_ev": 2.13, "e_tot_ev": -53899.890, "elements": ["C", "C", "C", "C", "C", "C", "O", "N", "O", "C", "S", "C", "C", "C", "C", "C", "S", "C", "C", "C", "C", "C", "C", "N", "H", "H", "H", "H", "H", "H", "H", "H", "H", "H", "H", "H", "H", "H", "H", "H", "H", "H", "C", "C", "O", "O", "H", "H", "H"], "xyz": [[-1.47, 3.73, -0.75], [-2.87, 3.24, -0.74], [-3.24, 1.72, -0.23], [-2.02, 0.63, -0.54], [-1.52, 0.28, -2.10], [-2.27, 1.05, -3.36], [-2.82, 0.02, -4.31], [-3.37, -0.99, -3.57], [-3.66, -1.91, -4.36], [-0.32, -0.84, -2.35], [0.24, -1.28, -4.12], [0.44, -1.66, -1.10], [-0.06, -1.28, 0.41], [-1.25, -0.15, 0.72], [-1.60, 0.14, 2.30], [-2.37, -1.12, 3.02], [0.77, -2.19, 1.84], [2.46, -2.66, 1.15], [3.73, -2.88, 2.22], [5.24, -3.32, 1.65], [5.38, -3.46, 0.01], [4.10, -3.24, -1.04], [2.58, -2.83, -0.47], [1.48, -2.69, -1.49], [-1.28, 4.84, -1.09], [-0.53, 3.06, -0.51], [-3.78, 3.91, -1.14], [-4.18, 1.28, -0.82], [-3.57, 1.74, 0.90], [-1.55, 1.71, -4.01], [-3.21, 1.68, -3.03], [0.34, -0.01, -4.75], [-0.58, 0.29, 2.89], [-2.23, 1.11, 2.50], [-1.53, -1.77, 3.55], [-2.85, -1.84, 2.20], [-3.16, -0.80, 3.85], [3.55, -2.74, 3.39], [6.14, -3.51, 2.41], [6.47, -3.76, -0.38], [4.35, -3.40, -2.18], [1.06, -3.60, -1.77], [1.09, 3.88, 2.49], [1.54, 2.65, 1.72], [1.19, 2.61, 0.51], [2.21, 1.81, 2.40], [0.52, 4.56, 1.86], [0.46, 3.58, 3.34], [1.97, 4.41, 2.88]]}

=====

{"formula": "CH4N2O3", "method": "ωB97M-V with the def2-TZVPD basis set", "orbital_gap_ev": [6.786, 6.882], "total_charge": -2, "e_above_lowest_ev": 1.463, "homo_energy_ev": [-0.24, -0.37], "lumo_energy_ev": [6.55, 6.51], "e_tot_ev": -10217.063, "elements": ["C", "N", "N", "O", "O", "O", "H", "H", "H", "H"], "xyz": [[0.43, -5.41, -2.51], [0.32, 5.68, 2.58], [-1.82, 5.11, 2.56], [1.07, 5.41, 3.52], [-2.53, 5.74, 1.72], [1.02, -6.57, -2.48], [0.59, -4.88, -1.33], [-0.68, -5.45, -2.71], [1.09, -4.62, -3.16], [0.52, 4.98, 1.80]]}

=====

{"formula": "C9H12FOP", "method": "ωB97M-V with the def2-TZVPD basis set", "orbital_gap_ev": 9.250, "smiles": "Cc1ccc([C@@H](O)PF)cc1C", "e_above_lowest_ev": 0.000, "homo_energy_ev": -8.52, "lumo_energy_ev": 0.73, "e_tot_ev": -23580.044, "elements": ["C", "C", "C", "C", "C", "C", "C", "C", "C", "O", "F", "P", "H", "H", "H", "H", "H", "H", "H", "H", "H", "H", "H", "H"], "xyz": [[-1.73, 0.34, -0.63], [-1.53, -0.18, 0.64], [0.61, 0.22, -0.87], [-0.66, 0.50, -1.42], [-0.27, -0.69, 1.12], [0.83, -0.49, 0.29], [-0.27, -1.25, 2.48], [2.22, -0.65, 0.76], [-0.68, 1.10, -2.76], [-1.93, 1.21, -3.34], [-0.92, 3.34, -1.56], [0.21, 2.80, -2.65], [-2.84, 0.66, -0.86], [-2.33, -0.20, 1.45], [1.51, 0.62, -1.51], [0.66, -0.75, 2.95], [-1.19, -0.92, 2.99], [-0.20, -2.40, 2.39], [2.69, -1.33, -0.01], [2.87, 0.34, 0.84], [2.36, -1.21, 1.67], [-2.64, 1.23, -2.63], [-0.61, 3.32, -3.83], [0.06, 0.51, -3.46]]}

=====

Copy entry 3 word for word.
{"formula": "C20H21N2O4S2", "method": "ωB97M-V with the def2-TZVPD basis set", "orbital_gap_ev": 6.521, "total_charge": -1, "e_above_lowest_ev": 10.522, "homo_energy_ev": -4.40, "lumo_energy_ev": 2.13, "e_tot_ev": -53899.890, "elements": ["C", "C", "C", "C", "C", "C", "O", "N", "O", "C", "S", "C", "C", "C", "C", "C", "S", "C", "C", "C", "C", "C", "C", "N", "H", "H", "H", "H", "H", "H", "H", "H", "H", "H", "H", "H", "H", "H", "H", "H", "H", "H", "C", "C", "O", "O", "H", "H", "H"], "xyz": [[-1.47, 3.73, -0.75], [-2.87, 3.24, -0.74], [-3.24, 1.72, -0.23], [-2.02, 0.63, -0.54], [-1.52, 0.28, -2.10], [-2.27, 1.05, -3.36], [-2.82, 0.02, -4.31], [-3.37, -0.99, -3.57], [-3.66, -1.91, -4.36], [-0.32, -0.84, -2.35], [0.24, -1.28, -4.12], [0.44, -1.66, -1.10], [-0.06, -1.28, 0.41], [-1.25, -0.15, 0.72], [-1.60, 0.14, 2.30], [-2.37, -1.12, 3.02], [0.77, -2.19, 1.84], [2.46, -2.66, 1.15], [3.73, -2.88, 2.22], [5.24, -3.32, 1.65], [5.38, -3.46, 0.01], [4.10, -3.24, -1.04], [2.58, -2.83, -0.47], [1.48, -2.69, -1.49], [-1.28, 4.84, -1.09], [-0.53, 3.06, -0.51], [-3.78, 3.91, -1.14], [-4.18, 1.28, -0.82], [-3.57, 1.74, 0.90], [-1.55, 1.71, -4.01], [-3.21, 1.68, -3.03], [0.34, -0.01, -4.75], [-0.58, 0.29, 2.89], [-2.23, 1.11, 2.50], [-1.53, -1.77, 3.55], [-2.85, -1.84, 2.20], [-3.16, -0.80, 3.85], [3.55, -2.74, 3.39], [6.14, -3.51, 2.41], [6.47, -3.76, -0.38], [4.35, -3.40, -2.18], [1.06, -3.60, -1.77], [1.09, 3.88, 2.49], [1.54, 2.65, 1.72], [1.19, 2.61, 0.51], [2.21, 1.81, 2.40], [0.52, 4.56, 1.86], [0.46, 3.58, 3.34], [1.97, 4.41, 2.88]]}